Below is a cluster of 5 separate species, H10O5 in total at a distorted geometry, with properties calculated with wB97M-V/def2-TZVPD.

The total charge is 0. The calculation puts the gap between HOMO and LUMO at 10.5 eV. The HOMO energy comes out at -10.4 eV. The largest force on an atom comes out at 0.0743 Eh/bohr. For the total energy, the calculation gives -382.17653 Ha.

Last column: natural (NBO) charge in e.
Positions of all 15 atoms, in Å:
1 O 1.990 1.373 1.818  -0.952
2 H 2.365 1.654 1.045  0.453
3 H 1.504 0.560 1.621  0.491
4 O 0.497 -0.332 -2.283  -0.952
5 H 0.081 -0.674 -3.034  0.490
6 H 1.305 0.089 -2.535  0.484
7 O -0.642 1.693 -0.311  -0.950
8 H -0.273 1.913 -1.147  0.457
9 H -0.521 0.783 -0.151  0.475
10 O -2.360 -1.410 1.192  -0.943
11 H -1.957 -1.074 1.971  0.473
12 H -2.997 -2.021 1.505  0.474
13 O 0.556 -0.687 0.384  -0.984
14 H 0.696 -0.677 -0.564  0.495
15 H -0.244 -1.191 0.489  0.488

---

Below is an isolated molecule of C4H9NO2, with properties calculated with wB97M-V/def2-TZVPD.

The total charge is 0. The calculation puts the gap between HOMO and LUMO at 11.4 eV. The HOMO energy comes out at -10.4 eV. The largest force on an atom comes out at 0.0083 Eh/bohr. For the total energy, the calculation gives -363.07925 Ha.

Last column: natural (NBO) charge in e.
Positions of all 16 atoms, in Å:
1 C -2.634 0.026 -0.235  -0.608
2 C -1.224 0.579 -0.428  -0.414
3 C -0.206 -0.202 0.381  -0.073
4 O 1.089 0.367 0.158  -0.527
5 C 2.111 -0.502 -0.003  0.884
6 O 2.017 -1.710 0.018  -0.645
7 N 3.279 0.185 -0.168  -0.838
8 H -2.936 0.069 0.818  0.204
9 H -3.364 0.599 -0.815  0.215
10 H -2.695 -1.019 -0.558  0.206
11 H -0.939 0.532 -1.486  0.204
12 H -1.184 1.635 -0.136  0.202
13 H -0.422 -0.138 1.455  0.177
14 H -0.184 -1.258 0.097  0.211
15 H 4.065 -0.350 -0.499  0.402
16 H 3.240 1.166 -0.391  0.400

---

Below is a structure of composition C20H42F6KNO13S2 at a distorted geometry, with properties calculated with wB97M-V/def2-TZVPD.

The total charge is 0. The calculation puts the gap between HOMO and LUMO at 9.1 eV. The HOMO energy comes out at -9.1 eV. The largest force on an atom comes out at 0.0544 Eh/bohr. For the total energy, the calculation gives -3815.48807 Ha.

Last column: Mulliken charge in e.
Positions of all 85 atoms, in Å:
1 K -0.052 0.326 1.302  0.610
2 C -0.276 6.463 4.430  0.448
3 F 0.062 7.240 3.397  -0.233
4 F 0.742 6.502 5.265  -0.206
5 F -1.389 6.925 4.948  -0.200
6 S -0.492 4.712 3.760  1.261
7 O -1.451 4.786 2.699  -0.618
8 O 0.868 4.333 3.422  -0.618
9 N -1.065 3.970 5.138  -0.661
10 S -1.224 2.421 4.925  1.005
11 O -0.969 1.862 3.614  -0.365
12 O -0.634 1.709 6.024  -0.733
13 C -3.088 2.225 5.194  0.556
14 F -3.527 3.006 6.187  -0.236
15 F -3.768 2.572 4.100  -0.210
16 F -3.352 0.960 5.528  -0.233
17 C -2.352 -0.799 -1.480  -1.083
18 O -2.100 -0.912 -0.105  0.323
19 C -2.907 -1.960 0.436  -0.710
20 C -2.366 -2.355 1.795  -0.617
21 O -0.971 -2.610 1.710  -0.133
22 C -0.497 -3.034 2.976  -0.469
23 C 1.009 -3.180 2.890  -0.718
24 O 1.646 -1.912 2.854  -0.098
25 C 2.618 -1.731 3.873  -0.750
26 H -3.370 -0.470 -1.715  0.397
27 H -2.088 -1.687 -2.062  0.372
28 H -1.713 -0.040 -1.938  0.099
29 H -3.043 -2.805 -0.236  0.407
30 H -3.863 -1.478 0.676  0.318
31 H -2.905 -3.233 2.168  0.431
32 H -2.586 -1.539 2.495  0.274
33 H -1.019 -3.891 3.421  0.432
34 H -0.716 -2.272 3.741  0.246
35 H 1.389 -3.792 2.069  0.292
36 H 1.325 -3.739 3.781  0.487
37 H 3.534 -2.276 3.642  0.301
38 H 2.242 -2.073 4.842  0.405
39 H 2.774 -0.661 3.976  0.144
40 C 2.523 -5.944 -5.817  -0.808
41 O 2.405 -4.560 -5.866  -0.238
42 C 1.742 -4.080 -7.007  -0.667
43 C 1.159 -2.721 -6.722  -0.380
44 O 0.022 -2.851 -5.897  -0.401
45 C -0.134 -1.882 -4.878  -0.355
46 C 1.045 -1.800 -3.907  -0.605
47 O 0.625 -1.244 -2.682  0.014
48 C 1.402 -1.617 -1.575  -0.579
49 H 3.078 -6.404 -6.646  0.313
50 H 1.538 -6.436 -5.867  0.338
51 H 2.983 -6.288 -4.893  0.261
52 H 1.004 -4.800 -7.379  0.386
53 H 2.471 -3.960 -7.824  0.335
54 H 0.903 -2.164 -7.627  0.365
55 H 1.979 -2.156 -6.264  0.262
56 H -1.049 -2.130 -4.346  0.180
57 H -0.191 -0.915 -5.396  0.308
58 H 1.839 -1.184 -4.350  0.279
59 H 1.461 -2.802 -3.734  0.362
60 H 2.336 -1.050 -1.513  0.369
61 H 1.628 -2.686 -1.548  0.435
62 H 0.821 -1.393 -0.677  -0.113
63 C 3.163 1.873 2.097  -0.716
64 O 2.281 1.622 1.008  0.046
65 C 2.557 2.431 -0.122  -0.632
66 C 1.464 2.099 -1.142  -0.381
67 O 0.179 2.219 -0.562  -0.006
68 C -0.344 3.518 -0.513  -0.505
69 C -1.859 3.505 -0.499  -0.757
70 O -2.261 2.306 0.153  0.245
71 C -3.644 2.193 0.336  -0.869
72 H 4.140 1.410 1.922  0.278
73 H 2.758 1.281 2.920  -0.067
74 H 3.191 2.927 2.366  0.378
75 H 3.533 2.251 -0.584  0.440
76 H 2.486 3.482 0.174  0.379
77 H 1.584 1.128 -1.627  -0.278
78 H 1.518 2.723 -2.045  0.459
79 H -0.043 4.181 -1.335  0.335
80 H 0.011 3.993 0.408  0.199
81 H -2.443 3.544 -1.432  0.463
82 H -2.243 4.384 0.037  0.318
83 H -3.850 1.187 0.700  0.031
84 H -4.147 2.326 -0.635  0.377
85 H -4.046 2.921 1.049  0.278

---

Below is a structure of composition C24H20BBr2F4MnN4O8 at a distorted geometry, with properties calculated with wB97M-V/def2-TZVPD.

The total charge is -1. The calculation puts the gap between HOMO and LUMO (spin up / spin down) at 6.0 / 6.0 eV. Its spin multiplicity is 6. The HOMO energy (spin up / spin down) comes out at -4.6 / -4.6 eV. The largest force on an atom comes out at 0.1066 Eh/bohr. For the total energy, the calculation gives -8470.84199 Ha.

Last column: Mulliken spin population.
Positions of all 64 atoms, in Å:
1 Mn 0.179 0.041 -0.332  4.773
2 Br 2.005 1.301 -1.640  0.059
3 Br -1.644 -0.935 1.085  0.050
4 B 1.959 2.110 1.646  0.003
5 F 3.237 1.696 1.273  0.002
6 F 1.768 3.213 0.902  0.001
7 F 1.009 1.203 1.299  0.017
8 F 1.925 2.398 2.969  0.000
9 C -3.449 5.572 2.118  0.000
10 C -2.697 4.423 2.426  0.000
11 C -1.912 3.773 1.530  0.000
12 C -1.999 4.039 0.186  0.001
13 C -2.782 5.161 -0.170  -0.001
14 C -3.508 5.924 0.743  0.001
15 N -1.317 3.194 -0.802  0.001
16 O -0.783 2.104 -0.313  -0.009
17 O -1.113 3.653 -1.928  0.001
18 H -4.022 6.027 2.912  0.000
19 H -2.666 4.228 3.488  0.000
20 H -1.263 2.987 1.887  0.002
21 H -2.654 5.530 -1.177  0.000
22 H -3.917 6.895 0.506  0.000
23 C 3.714 -5.288 -3.272  0.001
24 C 2.665 -5.997 -2.660  0.000
25 C 1.668 -5.348 -1.948  0.000
26 C 1.796 -3.938 -1.814  -0.001
27 C 2.925 -3.238 -2.322  0.001
28 C 3.896 -3.925 -3.056  0.000
29 N 0.742 -3.200 -1.094  0.007
30 O -0.134 -3.795 -0.446  0.009
31 O 0.767 -2.000 -1.242  0.024
32 H 4.545 -5.825 -3.705  0.000
33 H 2.508 -7.055 -2.807  0.000
34 H 0.789 -5.865 -1.592  0.000
35 H 2.954 -2.161 -2.252  0.000
36 H 4.721 -3.383 -3.493  0.000
37 C 2.990 -3.357 5.327  0.000
38 C 1.855 -3.001 4.670  0.000
39 C 1.927 -2.377 3.456  0.000
40 C 3.181 -2.105 2.857  0.001
41 C 4.394 -2.481 3.564  0.000
42 C 4.253 -3.206 4.735  0.000
43 N 3.312 -1.352 1.585  0.011
44 O 4.438 -0.861 1.270  0.005
45 O 2.272 -1.316 0.883  0.012
46 H 2.951 -3.873 6.276  0.000
47 H 0.927 -3.331 5.112  0.000
48 H 0.975 -2.004 3.109  0.000
49 H 5.350 -2.377 3.074  0.000
50 H 5.132 -3.637 5.189  0.000
51 C -5.626 2.128 -2.432  0.000
52 C -5.038 1.252 -1.560  -0.001
53 C -3.755 0.818 -1.774  -0.001
54 C -3.018 1.262 -2.904  0.003
55 C -3.647 2.194 -3.728  0.000
56 C -4.933 2.690 -3.476  0.000
57 N -1.627 0.793 -3.120  0.002
58 O -1.118 0.147 -2.240  0.008
59 O -1.002 1.010 -4.145  0.020
60 H -6.628 2.490 -2.257  0.000
61 H -5.518 0.920 -0.651  0.000
62 H -3.450 0.072 -1.055  -0.001
63 H -3.115 2.508 -4.614  0.000
64 H -5.394 3.475 -4.057  0.000

---

The records above give, respectively, relative energy (zero: lowest compared OMol25 entry of this formula, charge and spin) values of 1.296 0.171 0.794 2.949 eV.